i.
The following is a DFT calculation (ωB97M-V with the def2-TZVPD basis set) of a structure of composition C3H9NO3.

Each line ends with the Mulliken charge.
CARTESIAN COORDINATES (ANGSTROEM)
O: 2.05449 -0.00987 0.54543  -0.655
C: 1.01443 0.65856 0.31609  0.223
C: -0.38690 0.34337 1.08812  -0.752
N: -0.59486 0.05125 -0.42011  -0.225
C: -1.97407 0.36757 -0.84824  -0.338
O: -1.90880 1.09823 -2.03677  -0.476
H: 0.90498 1.65526 -0.07841  0.360
H: -0.69185 1.34930 1.50033  0.336
H: -0.35077 -0.35701 1.88695  0.306
H: -0.21216 -0.80063 -0.94005  0.208
H: -2.47733 -0.62060 -0.92400  0.333
H: -2.41588 0.87271 0.07354  0.228
H: -1.03045 1.39209 -1.67291  0.396
H: 2.46899 -1.84166 1.21214  0.360
H: 2.64565 -1.79168 -0.24255  0.332
O: 2.95454 -2.36690 0.54043  -0.636

Output
Charge ... 0

***

ii.
The following is a DFT calculation (ωB97M-V with the def2-TZVPD basis set) of a structure of composition C3H9NO3.

Each line ends with the Mulliken charge.
CARTESIAN COORDINATES (ANGSTROEM)
C: 2.17338 0.51089 -0.31239  -0.543
O: 1.67192 0.33725 -1.48890  -0.365
O: 0.02554 -0.68463 -1.53919  -0.563
H: 0.54081 -1.42012 -1.89085  0.260
H: 1.27146 0.06275 0.61607  0.260
H: 3.02720 -0.12263 -0.02689  0.362
H: 2.17331 1.54364 0.07256  0.360
C: -1.18503 1.03785 0.17454  -0.887
C: -0.75121 -0.28297 0.72986  0.734
N: -1.64755 -1.26058 0.82623  -0.390
O: 0.37360 -0.44082 1.29435  -0.641
H: -2.49656 -1.21520 0.28694  0.218
H: -1.32531 -2.16803 1.12583  0.251
H: -1.42514 1.69617 1.01358  0.300
H: -2.05165 0.93782 -0.47510  0.347
H: -0.37478 1.46862 -0.40664  0.297

Output
Charge ... 0

***

iii.
The following is a DFT calculation (ωB97M-V with the def2-TZVPD basis set) of a cluster of 2 separate species, C3H9NO3 in total.

Each line ends with the Mulliken charge.
CARTESIAN COORDINATES (ANGSTROEM)
N: 1.56795 0.62740 -0.72284  -0.260
C: 0.25592 0.94041 -0.76922  0.292
O: -0.19130 1.59643 -1.69988  -0.621
C: -0.75501 0.42744 0.25258  -0.557
C: -1.56234 -0.77427 -0.17112  -0.318
O: -2.43202 -1.24965 0.85083  -0.509
H: 2.03498 1.11203 -1.47933  0.211
H: 2.05595 -0.05937 -0.19112  0.206
H: -0.27278 0.34673 1.23756  0.438
H: -1.38058 1.31627 0.39667  0.317
H: -2.11328 -0.50864 -1.07948  0.248
H: -0.90899 -1.59999 -0.45023  0.276
H: -2.65702 -0.47725 1.41034  0.323
O: 2.56632 -0.93364 1.53426  -0.668
H: 2.23183 -1.82244 1.35251  0.317
H: 3.13865 -1.03984 2.30990  0.303

Output
Charge ... 0

***

From most stable to least stable, the computed energies give iii, i, ii.

***

i.
The following is a DFT calculation (ωB97M-V with the def2-TZVPD basis set) of a cluster of 2 separate species, C3H9NO3 in total.

Each line ends with the Mulliken charge.
CARTESIAN COORDINATES (ANGSTROEM)
N: -0.06012 -0.09553 -1.17326  -0.518
C: -0.68913 0.36751 0.13807  0.520
C: -0.04621 1.67621 0.47507  -0.204
O: -0.60952 2.57615 0.97036  -0.437
C: -0.42013 -0.49741 1.36929  -0.688
O: -1.07014 -1.70345 1.03652  -0.517
H: -0.69744 -0.25876 -1.87865  0.235
H: 0.31954 -0.96733 -1.11470  0.125
H: -1.76597 0.52639 -0.19773  0.322
H: 1.03963 1.76724 0.03794  0.264
H: 0.65993 -0.55499 1.61209  0.315
H: -1.00695 -0.19931 2.33216  0.291
H: -0.44999 -2.36894 0.75123  0.310
O: 2.18893 -1.40969 -2.16869  -0.665
H: 2.67483 -0.63297 -2.62144  0.333
H: 2.50597 -1.62462 -1.30820  0.316

Output
Charge ... 0

***

ii.
The following is a DFT calculation (ωB97M-V with the def2-TZVPD basis set) of a cluster of 2 separate species, C3H9NO3 in total.

Each line ends with the Mulliken charge.
CARTESIAN COORDINATES (ANGSTROEM)
C: -1.11430 0.52587 -0.36529  0.474
C: -0.10405 0.04718 -1.28499  -0.043
C: 1.89614 -0.03325 1.90845  -0.820
N: -0.10344 -1.19028 -1.72963  -0.296
O: 0.94400 0.01910 0.90068  -0.569
O: -1.48421 1.87288 -0.49501  -0.508
O: -2.22012 -0.36060 -0.33717  -0.586
H: -2.54371 -0.39642 0.56952  0.330
H: -2.04780 1.96122 -1.27555  0.332
H: -0.37234 0.42692 0.60126  0.211
H: 0.68621 0.71704 -1.58632  0.297
H: 0.72196 -1.59711 -2.13952  0.265
H: -0.82832 -1.81023 -1.39314  0.225
H: 2.79493 -0.58776 1.58240  0.208
H: 1.53120 -0.55803 2.80994  0.236
H: 2.24383 0.96348 2.23439  0.243

Output
Charge ... 0

***

From most stable to least stable, the computed energies give i, ii.

***

i.
The following is a DFT calculation (ωB97M-V with the def2-TZVPD basis set) of a cluster of 2 separate species, C3H9NO3 in total.

Each line ends with the Mulliken charge.
CARTESIAN COORDINATES (ANGSTROEM)
N: 0.96836 -0.64922 -0.96190  -0.502
C: 0.61090 -0.55592 0.33356  0.460
O: 0.89494 -1.36715 1.22493  -0.605
C: -0.44612 0.41079 0.54733  -0.433
C: 0.20368 1.56629 1.45748  -0.540
O: -0.76336 2.54665 1.65195  -0.488
H: 1.72405 -1.27414 -1.16097  0.297
H: 0.24074 -1.09432 -1.52223  0.240
H: -1.27496 -0.14192 0.91725  0.361
H: -0.72856 0.89216 -0.36452  0.270
H: 1.05393 1.94375 0.96434  0.381
H: 0.51236 1.06304 2.40911  0.278
H: -0.36287 3.32469 1.98885  0.296
O: -1.04690 -1.85425 -3.30470  -0.694
H: -0.89133 -0.91804 -3.66020  0.342
H: -1.94018 -2.37962 -3.44600  0.337

Output
Charge ... 0

***

ii.
The following is a DFT calculation (ωB97M-V with the def2-TZVPD basis set) of a cluster of 2 separate species, C3H9NO3 in total.

Each line ends with the Mulliken charge.
CARTESIAN COORDINATES (ANGSTROEM)
N: 1.22431 -0.50266 0.95652  -0.381
C: 0.00326 -0.66788 0.35567  0.572
O: -0.67613 0.24251 -0.04244  -0.568
C: -0.56555 -2.05741 0.61243  -0.634
C: -2.04572 -2.23741 0.30852  -0.407
O: -2.14635 -2.55708 -1.07109  -0.532
H: 1.68885 0.36955 0.86159  0.231
H: 1.49259 -1.08284 1.73733  0.198
H: -0.07165 -2.86610 0.06952  0.313
H: -0.38497 -2.31674 1.66018  0.319
H: -2.41744 -3.04070 0.95971  0.249
H: -2.71962 -1.41964 0.55654  0.323
H: -2.82318 -2.04254 -1.49149  0.316
O: 3.50484 6.46278 -0.98442  -0.639
H: 3.69751 5.51840 -1.04257  0.318
H: 3.55863 6.61401 -0.02458  0.321

Output
Charge ... 0

***

iii.
The following is a DFT calculation (ωB97M-V with the def2-TZVPD basis set) of a cluster of 2 separate species, C3H9NO3 in total.

Each line ends with the Mulliken charge.
CARTESIAN COORDINATES (ANGSTROEM)
N: -0.02985 -1.06294 2.24718  -0.722
C: -0.34564 -0.41889 0.98595  0.411
C: -0.39136 1.06126 1.27168  -0.125
O: -0.38205 1.95695 0.46218  -0.519
C: 0.67515 -0.80065 -0.13640  -0.644
O: 0.88848 0.13711 -1.16781  -0.488
H: 0.11326 -2.07284 2.15198  0.256
H: 0.81277 -0.69515 2.66489  0.241
H: -1.32785 -0.76798 0.68121  0.293
H: -0.40147 1.34223 2.34015  0.370
H: 0.33787 -1.70573 -0.62946  0.311
H: 1.61516 -0.95878 0.39910  0.293
H: 0.92430 1.00533 -0.74428  0.331
O: -0.76504 1.05435 -3.88153  -0.641
H: -0.44399 0.31063 -3.35727  0.319
H: -1.27974 1.61510 -3.28756  0.315

Output
Charge ... 0

***

From most stable to least stable, the computed energies give ii, iii, i.

***

i.
The following is a DFT calculation (ωB97M-V with the def2-TZVPD basis set) of a cluster of 3 separate species, C3H9NO3 in total.

Each line ends with the Mulliken charge.
CARTESIAN COORDINATES (ANGSTROEM)
O: 1.65296 -2.04858 -1.22178  -0.475
C: 2.30303 -1.03651 -0.97585  0.016
C: 1.90616 0.34363 -0.87588  -0.105
C: -2.52252 0.76567 1.38009  -0.578
O: -1.53839 0.92370 0.44239  -0.719
N: 0.63590 0.75622 -1.21663  -0.179
H: 3.27797 -1.10937 -0.50733  0.316
H: 2.67588 1.08472 -0.73271  0.352
H: -3.54162 0.65180 0.94786  0.211
H: -2.41342 -0.12932 1.99770  0.243
H: -2.58717 1.65412 2.03292  0.230
H: 0.02371 1.18589 -0.52914  0.307
H: 0.44234 0.79137 -2.20806  0.238
H: 0.55263 -1.50742 0.05588  0.329
H: -0.67766 -0.74242 0.72806  0.427
O: -0.18979 -1.58351 0.68250  -0.613

Output
Charge ... 0

***

ii.
The following is a DFT calculation (ωB97M-V with the def2-TZVPD basis set) of a cluster of 2 separate species, C3H9NO3 in total.

Each line ends with the Mulliken charge.
CARTESIAN COORDINATES (ANGSTROEM)
C: -1.80766 1.30442 -0.16540  -0.689
N: -1.41593 -0.18680 0.25388  -0.417
C: -0.02459 -0.52615 -0.03830  -0.327
C: 0.40796 -1.92554 -0.46739  0.509
O: -0.24468 -2.91681 -0.75414  -0.579
O: 1.79252 -2.05029 -0.22798  -0.432
H: -2.82766 1.36960 0.25114  0.331
H: -0.95562 1.95995 0.24011  0.192
H: -1.72075 1.30090 -1.28439  0.288
H: -2.13875 -0.86250 -0.04889  0.255
H: 0.06288 0.14410 -0.96036  0.218
H: 0.56933 -0.22619 0.75710  0.323
H: 2.01527 -2.97425 -0.49221  0.338
O: 2.03690 1.48692 0.98041  -0.597
H: 1.78322 2.09530 0.29306  0.299
H: 2.46754 2.00734 1.66335  0.291

Output
Charge ... 0

***

From most stable to least stable, the computed energies give ii, i.